A cluster of 2 separate species, C24H37FNO6PS in total at a distorted geometry, computed with ωB97M-V/def2-TZVPD.

Geometry as ORCA input:
```
! wB97M-V def2-TZVPD RIJCOSX def2/J DEFGRID3
* xyz 0 1
C 3.2431 1.3804 -0.4125
C 3.3876 0.2586 -1.5840
C 3.0813 1.0167 -2.9755
C 2.2205 -0.8309 -1.3022
C 2.2110 -2.0707 -2.3279
C 3.6360 -2.3917 -2.9995
C 1.0693 -1.9808 -3.4658
O -0.1978 -1.6227 -2.8498
N -1.1898 -2.5524 -3.1056
C -0.7735 -3.6940 -2.2053
O -0.4220 -4.8501 -2.5260
C -0.8812 -2.9932 -0.7811
C -0.1909 -3.2087 0.5728
C -0.5159 -2.2736 1.7953
C 0.3378 -2.6118 3.1192
C -0.3887 -3.7145 4.0703
F 0.7789 -1.4494 3.8352
C -1.5829 -1.1062 1.7153
S -1.9596 -0.0493 3.1790
C -2.0951 -1.0246 4.7830
O -0.8109 0.9503 3.3001
O -3.2226 0.7567 3.1034
C -2.2894 -0.8799 0.3183
P -3.5477 0.4819 -0.0347
C -2.7992 1.9371 -0.9804
C -5.1301 -0.1815 -0.8301
C -1.8996 -1.8151 -0.8489
C -2.3369 -1.8915 -2.3763
O -3.3740 -1.5675 -2.9817
H 4.1576 2.0711 -0.5484
H 2.2995 2.0107 -0.5136
H 3.3406 0.8929 0.6307
H 4.4180 -0.2219 -1.5175
H 3.2164 2.1432 -2.7906
H 1.9819 0.8545 -3.2403
H 3.7983 0.6005 -3.7604
H 1.2430 -0.2421 -1.2521
H 2.3643 -1.2886 -0.2477
H 1.9396 -3.0050 -1.6972
H 3.8073 -1.6025 -3.8123
H 3.6652 -3.4558 -3.4064
H 4.4370 -2.2986 -2.1778
H 1.3690 -1.0814 -4.1322
H 1.0317 -2.8824 -4.1614
H 0.5721 -4.0591 0.6572
H 1.3019 -3.1378 2.7568
H 0.2641 -4.6508 4.1897
H -0.5504 -3.2544 5.1124
H -1.3807 -4.0604 3.6059
H -2.4788 -2.0689 4.5394
H -2.8621 -0.4633 5.4401
H -1.1143 -1.0048 5.3722
H -1.6944 1.8333 -1.2400
H -2.8864 2.8544 -0.2867
H -3.4667 2.1821 -1.8893
H -6.0953 0.2591 -0.4180
H -5.0843 0.0480 -1.9579
H -5.0854 -1.3336 -0.7393
C 0.4546 5.7412 1.3831
C 1.2666 4.5198 1.0137
C 0.1935 3.4578 0.8775
O -0.9983 4.1258 0.4398
C -0.8059 5.5411 0.5649
H 0.9575 6.6854 1.1664
H 0.2146 5.7181 2.4512
H 1.7592 4.6799 0.0484
H 2.0313 4.2609 1.7480
H -0.0223 2.9842 1.8405
H 0.4623 2.6794 0.1595
H -0.6941 5.9546 -0.4436
H -1.6851 5.9920 1.0306
*
```

SMILES   CC(C)C[C@H](C)CON1C(=O)c2cc([C@H](C)F)c(S(C)(=O)=O)c(P(C)C)c2C1=O.C1CCOC1
Strongest force on any atom   0.1290 Eh/bohr
E_tot   -2281.84981 a.u.
LUMO level   -0.0539 Eh



A structure of composition C24H37Ge2N2O3SeV, computed with ωB97M-V/def2-TZVPD.

Geometry as ORCA input:
```
! wB97M-V def2-TZVPD RIJCOSX def2/J DEFGRID3
* xyz -1 4
V 0.0529 -0.0024 0.0393
C 4.1867 -1.2659 -1.3041
O 4.6927 -0.3975 -0.2972
C 4.1012 -0.4693 0.9483
C 4.9484 -0.5730 2.0320
C 4.4257 -0.6085 3.3237
C 3.0672 -0.5524 3.5107
C 2.1541 -0.4435 2.4362
C 0.7633 -0.4503 2.7991
N -0.2116 -0.3576 1.9446
N -1.5069 -0.5391 2.3660
C -2.3032 -0.5404 1.3231
O -1.9353 -0.3880 0.0966
C -3.7408 -0.8632 1.5362
C -4.5671 -1.1017 0.4405
C -5.9041 -1.4113 0.6284
C -6.4330 -1.4802 1.9094
C -5.6142 -1.2375 3.0048
C -4.2779 -0.9324 2.8208
C 2.6979 -0.3774 1.1140
O 1.9727 -0.2487 0.0256
H 5.0000 -1.4008 -2.0196
H 3.3148 -0.8371 -1.7946
H 3.9138 -2.2417 -0.8821
H 6.0137 -0.6199 1.8440
H 5.0905 -0.6894 4.1749
H 2.6627 -0.5944 4.5158
H 0.5064 -0.5940 3.8470
H -4.1430 -1.0323 -0.5512
H -6.5343 -1.5930 -0.2342
H -7.4805 -1.7171 2.0535
H -6.0203 -1.2835 4.0080
H -3.6312 -0.7473 3.6668
C -1.7384 2.1530 -2.6678
Ge -0.0934 2.7828 -1.7770
C -0.0440 4.7468 -2.0109
C 1.4282 2.0279 -2.7865
C -0.0471 2.1213 0.0283
H -1.7459 2.4326 -3.7236
H -2.6194 2.5827 -2.1893
H -1.8399 1.0688 -2.5960
H -0.0810 5.0265 -3.0644
H 0.8683 5.1581 -1.5787
H -0.8930 5.2043 -1.5029
H 1.4354 2.3965 -3.8147
H 1.3857 0.9374 -2.8243
H 2.3738 2.2872 -2.3098
H -0.9550 2.4495 0.5498
H 0.8312 2.5126 0.5553
C 2.6389 -4.4954 -1.8463
Ge 2.0360 -5.1583 -0.0981
C 2.6034 -7.0386 0.0500
C 2.7984 -4.1333 1.3634
C 0.0662 -5.0979 0.0534
Se -0.7618 -3.3170 -0.0039
C -0.9948 -3.2289 -1.9232
H 3.7268 -4.5458 -1.9042
H 2.3517 -3.4530 -2.0106
H 2.2296 -5.1048 -2.6524
H 3.6882 -7.1195 -0.0210
H 2.1672 -7.6442 -0.7444
H 2.2978 -7.4621 1.0068
H 3.8885 -4.1379 1.3264
H 2.4936 -4.5465 2.3253
H 2.4658 -3.0986 1.3309
H -0.2051 -5.5303 1.0197
H -0.4393 -5.7048 -0.7014
H -0.0909 -3.5640 -2.4309
H -1.1948 -2.1916 -2.1888
H -1.8421 -3.8390 -2.2347
*
```

Relative energy (zero: lowest compared OMol25 entry of this formula, charge and spin)   0.0 kJ/mol
Strongest force on any atom   0.0183 Eh/bohr
E_tot   -8771.26903 a.u.
LUMO level (alpha / beta)   0.0887 / 0.0884 Eh